1.
The following is a quantum chemistry calculation of C15H14CdCl3NO as an isolated structure, from the Open Molecules 2025 dataset.

Summary:
DFT total energy in eV: -61451.1028
Frontier orbital gap in eV: 8.23
Energy relative to the best compared isomer or geometry (same formula, charge and spin) in kJ/mol: 2.6

Last column: Mulliken charge in e.
Cartesian coordinates (Å):
Cd1 -0.446 -0.704 -0.277  0.5117
C1 2.279 -1.903 -1.622  -1.2590
N1 1.946 -0.847 -0.665  0.4470
C2 2.387 0.459 -1.172  -1.1852
C3 2.505 -1.140 0.669  -0.8275
C4 1.502 -1.413 1.788  1.1819
C5 2.058 -1.668 3.044  -0.7917
C6 1.253 -1.972 4.126  -0.4358
C7 -0.125 -2.024 3.963  -0.6026
C8 -0.678 -1.760 2.721  -0.0312
C9 0.117 -1.450 1.617  -0.7603
H1 3.363 -1.967 -1.786  0.3821
H2 1.797 -1.698 -2.578  0.2988
H3 1.926 -2.864 -1.248  0.3851
H4 3.474 0.478 -1.320  0.3813
H5 2.106 1.240 -0.467  0.3862
H6 1.884 0.676 -2.113  0.3010
H7 3.157 -0.317 0.971  0.4365
H8 3.151 -2.020 0.589  0.4251
H9 3.136 -1.632 3.169  0.3732
H10 1.697 -2.169 5.094  0.3688
H11 -0.764 -2.262 4.804  0.3654
H12 -1.757 -1.792 2.614  0.4183
Cl1 -5.597 4.140 -2.117  -0.2240
C10 -4.163 3.173 -1.955  0.5000
C11 -4.275 1.835 -1.631  -0.8983
C12 -3.119 1.087 -1.507  0.6605
Cl2 -3.254 -0.610 -1.124  -0.2710
C13 -1.821 1.607 -1.688  -0.0485
O1 -0.729 0.909 -1.577  -0.9501
C14 -1.784 2.978 -2.020  0.6313
Cl3 -0.229 3.700 -2.260  -0.2030
C15 -2.919 3.751 -2.154  -0.8124
H13 -5.242 1.379 -1.479  0.4202
H14 -2.833 4.798 -2.408  0.4259

2.
The following is a quantum chemistry calculation of C9H12N3O3S3V as an isolated structure, from the Open Molecules 2025 dataset.

Summary:
DFT total energy in eV: -78331.3920
Frontier orbital gap in eV: 6.66
Energy relative to the best compared isomer or geometry (same formula, charge and spin) in kJ/mol: 34.8

Last column: Mulliken charge in e.
Cartesian coordinates (Å):
V1 -1.832 1.021 -0.145  0.4825
S1 -3.510 -2.487 -2.184  -0.2404
C1 -3.034 -1.085 -1.483  0.3571
S2 -3.309 -0.710 0.211  -0.3682
S3 -2.255 0.190 -2.356  -0.3061
N1 1.519 3.431 0.110  -0.3808
C2 0.581 2.502 0.282  0.6885
O1 -0.209 2.230 -0.644  -0.6443
C3 0.498 1.734 1.566  -0.4801
C4 -0.934 1.246 1.761  -1.0630
H1 1.564 3.931 -0.762  0.2609
H2 2.143 3.679 0.856  0.2065
H3 0.899 2.315 2.401  0.4781
H4 1.170 0.879 1.422  0.2369
H5 -1.535 2.008 2.263  0.6085
H6 -0.962 0.338 2.360  0.2823
N2 2.657 -3.522 -0.663  -0.4945
C5 1.703 -2.555 -0.538  1.1461
C6 0.728 -2.615 0.462  -1.0329
C7 -0.207 -1.611 0.556  -0.3741
N3 -0.244 -0.549 -0.260  0.5614
C8 0.694 -0.494 -1.216  -0.3488
C9 1.674 -1.442 -1.384  -1.0527
H7 2.514 -4.399 -0.194  0.2145
H8 3.191 -3.562 -1.513  0.2141
H9 0.687 -3.450 1.149  0.3127
H10 -0.983 -1.666 1.306  0.4128
H11 0.642 0.350 -1.889  0.5463
H12 2.394 -1.334 -2.185  0.3180
O2 -2.817 2.303 0.139  0.0797
O3 -3.426 3.324 0.571  -0.6212

no.,LUMO level (eV),strongest force on any atom (eV/A),HOMO level (eV)
1,0.24,0.42,-7.990
2,-0.92,0.47,-7.579